Entry from OMol25: a structure of composition C30H59BrIInN6O3P2 (wB97M-V/def2-TZVPD).

CARTESIAN COORDINATES (ANGSTROEM)
In -1.198 0.166 -0.159
C -0.861 -3.448 1.205
C -2.036 -3.405 0.207
C -1.526 -3.556 -1.019
C -0.063 -3.723 -0.853
C 0.302 -3.628 0.518
C 1.699 -3.667 1.057
C 0.845 -3.933 -1.963
C -2.214 -3.558 -2.342
C -3.448 -3.229 0.619
C -1.039 -3.296 2.651
H 2.125 -2.661 1.066
H 2.342 -4.302 0.449
H 1.719 -4.054 2.074
H 1.125 -2.924 -2.320
H 0.356 -4.440 -2.794
H 1.763 -4.441 -1.674
H -1.870 -2.717 -2.953
H -3.291 -3.473 -2.223
H -2.011 -4.475 -2.898
H -3.658 -2.169 0.795
H -3.660 -3.761 1.546
H -4.126 -3.588 -0.151
H -1.272 -2.242 2.852
H -0.140 -3.563 3.201
H -1.881 -3.889 3.013
C -1.611 3.134 1.659
N -2.610 2.317 0.976
C -3.418 1.585 1.946
C -3.435 3.127 0.083
C -3.947 2.327 -1.106
N -2.877 1.668 -1.845
C -3.436 0.678 -2.758
C -2.014 2.612 -2.545
H -2.075 3.912 2.281
H -0.950 3.601 0.926
H -1.008 2.496 2.298
H -3.931 2.261 2.644
H -2.778 0.912 2.523
H -4.170 0.986 1.431
H -2.844 3.971 -0.272
H -4.300 3.541 0.618
H -4.521 3.003 -1.757
H -4.636 1.554 -0.758
H -4.103 1.133 -3.503
H -4.005 -0.062 -2.190
H -2.635 0.166 -3.290
H -2.571 3.222 -3.270
H -1.239 2.066 -3.083
H -1.527 3.277 -1.831
C 4.727 2.099 0.772
N 3.597 1.417 0.150
C 3.898 0.077 -0.344
P 2.054 1.859 0.472
O 1.113 1.066 -0.352
O 1.827 1.688 2.087
P 1.469 0.356 2.908
O 0.540 -0.574 2.230
N 2.961 -0.334 3.158
C 3.950 0.449 3.897
C 3.016 -1.768 3.437
N 0.789 1.019 4.270
C 0.241 0.067 5.235
C 1.239 2.268 4.875
N 1.807 3.479 0.348
C 1.723 4.007 -1.017
C 2.252 4.465 1.329
H 5.507 2.258 0.026
H 5.144 1.505 1.589
H 4.418 3.067 1.161
H 4.680 0.144 -1.102
H 3.005 -0.351 -0.794
H 4.247 -0.573 0.465
H 3.833 1.507 3.666
H 4.953 0.139 3.599
H 3.862 0.308 4.979
H 2.171 -2.249 2.951
H 2.987 -1.979 4.511
H 3.942 -2.182 3.033
H -0.012 -0.865 4.729
H -0.664 0.484 5.682
H 0.948 -0.149 6.042
H 1.619 2.941 4.110
H 2.015 2.107 5.630
H 0.386 2.747 5.360
H 1.323 3.241 -1.679
H 2.697 4.334 -1.394
H 1.048 4.863 -1.022
H 2.394 3.999 2.300
H 1.484 5.235 1.430
H 3.180 4.955 1.023
Br -1.475 1.186 -6.120
C -1.096 -0.648 -6.391
C -1.575 -1.244 -7.549
C -1.321 -2.581 -7.800
C -0.582 -3.328 -6.896
C -0.092 -2.735 -5.743
C -0.350 -1.397 -5.488
I 0.462 -0.531 -3.730
H -2.135 -0.646 -8.255
H -1.687 -3.030 -8.713
H -0.370 -4.371 -7.088
H 0.509 -3.314 -5.055

Summary:
2S+1: 1
Charge: +2
Total energy (eV): -149035.9809

Entry from OMol25: an isolated molecule of C3H5NO4S (wB97M-V/def2-TZVPD).

CARTESIAN COORDINATES (ANGSTROEM)
O 1.956 -2.184 -0.290
C 1.049 -1.480 0.072
C -0.313 -1.942 -0.072
S -1.491 -0.752 0.309
O -2.767 -1.103 0.859
O -1.612 0.003 -1.093
O -0.786 0.343 1.204
C 0.413 0.846 0.551
N 1.426 -0.080 0.361
H -0.618 -2.909 -0.324
H -2.434 0.624 -1.161
H 0.616 1.769 1.175
H -0.002 1.233 -0.335
H 2.233 0.215 0.928

Summary:
2S+1: 1
Charge: 0
Energy above the lowest of the compared OMol25 structures with the same formula, charge and spin (kcal per mole): 22.6
Total energy (eV): -23704.2350

Entry from OMol25: an isolated molecule of C21H30ClN3O2 (wB97M-V/def2-TZVPD).

CARTESIAN COORDINATES (ANGSTROEM)
C 4.791 0.234 -1.146
C 3.928 0.102 0.077
C 3.534 1.216 0.811
C 2.694 1.087 1.904
C 2.221 -0.155 2.319
C 1.310 -0.258 3.515
C -0.147 -0.102 3.093
O -0.634 0.997 2.892
N -0.829 -1.263 2.929
C -2.238 -1.327 2.586
C -2.517 -1.618 1.099
C -1.808 -2.900 0.662
C -4.024 -1.783 0.946
N -1.961 -0.506 0.322
C -2.570 0.369 -0.520
O -3.734 0.293 -0.875
C -1.695 1.502 -1.068
C -0.227 1.560 -0.622
C 0.666 0.583 -1.401
N 0.417 0.574 -2.847
C 0.486 1.936 -3.405
C -0.928 2.566 -3.249
C -1.761 1.445 -2.608
C -0.987 0.208 -3.079
C 2.621 -1.258 1.571
Cl 2.083 -2.863 2.010
C 3.458 -1.144 0.475
H 5.314 1.189 -1.157
H 5.532 -0.564 -1.197
H 4.181 0.175 -2.051
H 3.886 2.198 0.521
H 2.392 1.965 2.461
H 1.470 -1.198 4.042
H 1.519 0.563 4.199
H -0.327 -2.122 3.080
H -2.703 -2.109 3.189
H -2.684 -0.369 2.851
H -2.122 -3.746 1.278
H -2.055 -3.121 -0.377
H -0.723 -2.800 0.737
H -4.335 -2.622 1.572
H -4.562 -0.889 1.257
H -4.300 -1.989 -0.084
H -1.013 -0.277 0.569
H -2.201 2.413 -0.734
H 0.130 2.576 -0.809
H -0.119 1.426 0.458
H 1.713 0.836 -1.233
H 0.530 -0.443 -1.048
H 1.268 2.506 -2.902
H 0.757 1.866 -4.460
H -0.919 3.474 -2.643
H -1.339 2.829 -4.224
H -2.801 1.450 -2.923
H -1.141 0.033 -4.147
H -1.240 -0.708 -2.543
H 3.739 -2.035 -0.072

Summary:
2S+1: 1
Charge: 0
Energy above the lowest of the compared OMol25 structures with the same formula, charge and spin (kcal per mole): 7.3
Total energy (eV): -43353.7230

LUMO energy, record by record: -7.6; 0.0; 0.5 eV